# 1
Formula: C34H38N6O6P2Tc
Source: OMol25
Level of theory: wB97M-V/def2-TZVPD

2S+1 = 4
total charge = +2
HOMO level (alpha / beta) = -12.4 / -12.4 eV
HOMO-LUMO gap (alpha / beta) = 5.09 / 2.89 eV
<S²> = 3.80

Geometry (Å):
Tc (0.72, -1.03, 2.03)
C (-1.36, 2.46, 2.51)
C (-1.70, 1.35, 1.83)
C (-1.48, 1.07, 0.36)
C (-0.23, 0.45, -0.30)
C (1.09, 0.18, 0.40)
C (1.50, 1.04, 1.47)
C (1.07, 2.50, 1.44)
C (0.05, 3.03, 2.47)
C (2.43, -2.02, 2.32)
H (-1.97, 2.91, 3.30)
H (-2.15, 0.48, 2.35)
H (-1.65, 2.01, -0.18)
H (-2.30, 0.37, 0.09)
H (-0.51, -0.53, -0.72)
H (0.01, 1.11, -1.15)
H (1.93, -0.21, -0.25)
H (2.55, 0.96, 1.79)
H (0.73, 2.77, 0.43)
H (2.02, 3.04, 1.66)
H (0.50, 2.92, 3.47)
H (-0.03, 4.11, 2.29)
H (2.41, -2.60, 3.26)
H (3.30, -1.34, 2.39)
H (2.65, -2.76, 1.53)
P (1.80, -0.88, -2.38)
P (-2.10, -0.16, -2.36)
N (3.08, 0.23, -2.84)
N (2.29, -2.15, -3.54)
N (-2.10, 1.45, -3.10)
N (-3.52, -0.71, -3.20)
C (0.50, -0.12, -3.43)
C (-0.82, -0.92, -3.40)
C (4.28, 0.33, -2.12)
C (5.19, 1.06, -2.89)
C (4.56, 1.38, -4.13)
C (3.27, 0.87, -4.07)
C (2.64, -3.44, -3.15)
C (2.97, -4.18, -4.28)
C (2.82, -3.31, -5.41)
C (2.39, -2.08, -4.93)
C (-2.52, 2.62, -2.44)
C (-2.26, 3.71, -3.25)
C (-1.61, 3.23, -4.43)
C (-1.58, 1.84, -4.34)
C (-4.30, -0.12, -4.21)
C (-5.12, -1.10, -4.76)
C (-4.82, -2.34, -4.08)
C (-3.84, -2.08, -3.15)
H (0.81, 0.01, -4.48)
H (0.37, 0.89, -3.03)
H (-1.23, -1.02, -4.42)
H (-0.69, -1.93, -3.00)
H (4.35, -0.10, -1.14)
H (6.20, 1.31, -2.60)
H (4.99, 1.88, -4.97)
H (2.48, 0.94, -4.80)
H (2.61, -3.71, -2.10)
H (3.29, -5.22, -4.30)
H (3.00, -3.55, -6.45)
H (2.14, -1.17, -5.46)
H (-2.99, 2.56, -1.47)
H (-2.52, 4.74, -3.05)
H (-1.20, 3.82, -5.23)
H (-1.21, 1.11, -5.04)
H (-4.21, 0.93, -4.43)
H (-5.84, -0.96, -5.56)
H (-5.28, -3.29, -4.26)
H (-3.32, -2.72, -2.45)
O (0.86, 0.10, 3.86)
C (0.08, -0.73, 4.45)
O (-0.34, -1.70, 3.71)
C (-0.30, -0.60, 5.88)
C (-0.65, -1.77, 6.56)
C (-0.98, -1.71, 7.92)
C (-1.04, -0.47, 8.58)
C (-0.75, 0.70, 7.88)
C (-0.35, 0.65, 6.52)
N (-0.93, 1.98, 8.51)
O (-1.28, 2.01, 9.71)
O (-0.76, 3.02, 7.84)
N (-1.26, -2.95, 8.60)
O (-1.09, -4.00, 7.94)
O (-1.65, -2.94, 9.78)
H (-0.65, -2.72, 6.03)
H (-1.35, -0.42, 9.62)
H (-0.12, 1.55, 5.96)

# 2
Formula: C34H39AgF10N5PSi
Source: OMol25
Level of theory: wB97M-V/def2-TZVPD

total charge = -2
HOMO level = -1.1 eV
HOMO-LUMO gap = 5.73 eV

Geometry (Å):
Ag (-0.20, 0.43, 0.11)
C (2.08, 3.05, 0.97)
N (0.71, 2.69, 1.24)
C (0.49, 2.52, 2.68)
C (1.38, 1.45, 3.29)
N (1.23, 0.14, 2.71)
C (0.49, -0.77, 3.34)
C (0.62, -2.14, 2.94)
F (1.51, -2.44, 1.97)
C (-0.11, -3.17, 3.47)
F (0.10, -4.44, 3.04)
C (-1.06, -2.95, 4.45)
F (-1.76, -3.98, 5.00)
C (-1.24, -1.66, 4.88)
F (-2.17, -1.39, 5.82)
C (-0.49, -0.62, 4.36)
F (-0.87, 0.64, 4.77)
C (-0.18, 3.71, 0.69)
C (-0.47, 3.53, -0.79)
N (-1.37, 2.41, -0.92)
C (-2.04, 2.28, -2.06)
C (-3.23, 1.48, -2.08)
F (-3.61, 0.88, -0.94)
C (-4.04, 1.32, -3.17)
F (-5.18, 0.62, -3.07)
C (-3.74, 1.92, -4.39)
F (-4.54, 1.77, -5.47)
C (-2.60, 2.69, -4.44)
F (-2.25, 3.28, -5.61)
C (-1.79, 2.87, -3.33)
F (-0.66, 3.60, -3.53)
H (2.36, 3.98, 1.52)
H (2.21, 3.24, -0.09)
H (2.76, 2.26, 1.26)
H (-0.56, 2.26, 2.82)
H (0.67, 3.49, 3.20)
H (1.22, 1.49, 4.38)
H (2.42, 1.76, 3.14)
H (0.25, 4.71, 0.89)
H (-1.14, 3.65, 1.21)
H (0.47, 3.43, -1.34)
H (-0.93, 4.47, -1.14)
C (5.18, -2.47, 0.65)
Si (4.90, -0.63, 0.87)
C (6.28, 0.28, -0.02)
C (5.02, -0.23, 2.70)
C (3.23, -0.15, 0.21)
H (6.12, -2.80, 1.11)
H (5.20, -2.73, -0.41)
H (4.36, -3.03, 1.10)
H (7.27, -0.09, 0.26)
H (6.25, 1.35, 0.20)
H (6.18, 0.17, -1.11)
H (5.92, -0.63, 3.15)
H (4.15, -0.63, 3.22)
H (5.01, 0.86, 2.85)
H (2.53, -0.10, 1.05)
H (3.24, 0.81, -0.31)
C (1.27, -2.26, -1.90)
P (0.22, -0.88, -2.05)
C (1.12, 0.34, -3.11)
C (-1.16, -1.30, -3.22)
C (-2.40, -1.71, -2.70)
C (-3.41, -2.17, -3.53)
C (-3.22, -2.22, -4.91)
C (-2.00, -1.80, -5.44)
C (-0.99, -1.35, -4.60)
H (1.36, -2.88, -2.80)
H (1.13, -2.84, -0.99)
H (2.86, -0.90, -0.50)
H (1.76, -0.18, -3.82)
H (1.75, 0.95, -2.47)
H (0.42, 1.00, -3.64)
H (-2.57, -1.65, -1.63)
H (-4.36, -2.46, -3.11)
H (-4.01, -2.56, -5.56)
H (-1.84, -1.81, -6.51)
H (-0.05, -1.03, -5.03)
N (-1.53, -2.61, 0.66)
C (-2.46, -1.76, 1.19)
C (-3.76, -2.22, 1.50)
C (-4.64, -1.35, 2.08)
C (-4.25, -0.04, 2.34)
C (-2.97, 0.32, 1.99)
N (-2.09, -0.50, 1.43)
H (-1.86, -3.46, 0.23)
H (-0.72, -2.20, 0.22)
H (-4.03, -3.25, 1.29)
H (-5.64, -1.69, 2.33)
H (-4.92, 0.68, 2.80)
H (-2.61, 1.33, 2.16)

# 3
Formula: C34H39BrN4O2P2Sn
Source: OMol25
Level of theory: wB97M-V/def2-TZVPD

total charge = 0
HOMO level = -7.4 eV
HOMO-LUMO gap = 7.42 eV

Geometry (Å):
Sn (-0.51, -2.38, 1.05)
C (-2.72, 4.42, -3.90)
C (-1.43, 4.07, -3.84)
C (-0.31, 4.91, -3.32)
C (-0.66, 5.97, -2.24)
C (-1.41, 5.46, -1.05)
C (-2.74, 5.35, -0.93)
C (-3.75, 5.78, -1.96)
C (-3.33, 5.72, -3.45)
C (-0.45, -3.03, 3.17)
H (-3.45, 3.74, -4.37)
H (-1.12, 3.12, -4.27)
H (0.18, 5.44, -4.16)
H (0.46, 4.24, -2.90)
H (0.31, 6.34, -1.86)
H (-1.15, 6.83, -2.71)
H (-0.77, 5.19, -0.20)
H (-3.18, 5.00, 0.01)
H (-4.08, 6.82, -1.76)
H (-4.65, 5.15, -1.83)
H (-4.25, 5.84, -4.03)
H (-2.69, 6.58, -3.69)
H (-0.95, -4.02, 3.16)
H (-1.02, -2.31, 3.77)
H (0.58, -3.13, 3.55)
P (0.41, 0.15, 1.94)
P (0.74, -0.94, -0.98)
N (-0.92, 0.96, 2.76)
N (1.66, 0.45, 3.10)
N (-0.58, -0.51, -2.03)
N (1.78, -1.63, -2.19)
C (0.82, 1.35, 0.65)
C (1.44, 0.70, -0.61)
C (-2.19, 0.38, 2.85)
C (-3.05, 1.29, 3.45)
C (-2.30, 2.48, 3.73)
C (-1.00, 2.26, 3.28)
C (1.72, -0.23, 4.33)
C (2.93, 0.06, 4.94)
C (3.66, 0.94, 4.06)
C (2.87, 1.15, 2.94)
C (-1.82, -1.18, -2.00)
C (-2.76, -0.39, -2.65)
C (-2.09, 0.77, -3.14)
C (-0.76, 0.66, -2.77)
C (1.99, -1.33, -3.55)
C (2.95, -2.20, -4.05)
C (3.36, -3.05, -2.97)
C (2.66, -2.67, -1.85)
H (1.50, 2.13, 1.02)
H (-0.13, 1.85, 0.40)
H (1.31, 1.38, -1.46)
H (2.52, 0.53, -0.48)
H (-2.38, -0.60, 2.44)
H (-4.10, 1.13, 3.66)
H (-2.67, 3.38, 4.20)
H (-0.14, 2.91, 3.27)
H (0.90, -0.86, 4.65)
H (3.28, -0.32, 5.89)
H (4.64, 1.35, 4.22)
H (3.05, 1.71, 2.04)
H (-1.90, -2.13, -1.51)
H (-3.81, -0.61, -2.76)
H (-2.52, 1.59, -3.69)
H (0.08, 1.32, -2.97)
H (1.45, -0.52, -4.03)
H (3.32, -2.23, -5.07)
H (4.10, -3.84, -3.03)
H (2.67, -3.02, -0.83)
Br (-1.33, -6.08, 0.59)
C (0.38, -6.80, 1.09)
C (0.47, -8.19, 1.24)
C (1.57, -8.76, 1.89)
C (2.63, -7.96, 2.34)
C (2.61, -6.60, 2.07)
C (1.50, -6.00, 1.44)
C (1.52, -4.50, 1.31)
O (2.16, -3.79, 2.12)
O (0.76, -4.04, 0.34)
H (-0.34, -8.83, 0.87)
H (1.57, -9.84, 2.06)
H (3.46, -8.40, 2.90)
H (3.43, -5.96, 2.39)

Energy above the lowest of the compared OMol25 structures with the same formula, charge and spin
In order: 4.8, 12.4, 0.0
Unit: kcal per mole